# 1
{"formula": "C42H44AlBrFO21", "method": "the ωB97M-V functional and the def2-TZVPD basis", "e_homo_ev": -5.1, "total_charge": -1, "symbols": ["C", "C", "C", "C", "C", "C", "C", "Al", "C", "C", "O", "Br", "C", "C", "C", "F", "H", "H", "H", "H", "H", "H", "H", "H", "H", "H", "H", "H", "H", "H", "H", "H", "H", "H", "H", "H", "H", "H", "H", "H", "C", "C", "C", "O", "C", "C", "C", "O", "O", "O", "H", "H", "H", "H", "C", "C", "C", "O", "C", "C", "C", "O", "O", "O", "H", "H", "H", "H", "C", "C", "C", "O", "C", "C", "C", "O", "O", "O", "H", "H", "H", "H", "C", "C", "C", "O", "C", "C", "C", "O", "O", "O", "H", "H", "H", "H", "C", "C", "C", "O", "C", "C", "C", "O", "O", "O", "H", "H", "H", "H"], "coordinates": [[9.055, 2.055, 0.102], [8.626, 0.475, 0.281], [7.047, 0.262, 0.711], [6.562, -1.158, -0.021], [5.033, -1.594, 0.457], [4.041, -2.009, -0.782], [3.271, -0.751, -1.503], [1.318, -0.480, -0.841], [0.405, 1.161, -1.694], [1.290, 2.535, -1.514], [2.622, 2.551, -1.383], [0.350, 4.310, -1.428], [1.140, -0.363, 1.199], [-0.172, 0.598, 1.515], [-0.780, 0.397, 3.038], [0.292, 2.031, 1.452], [9.919, 2.148, -0.709], [9.399, 2.565, 1.109], [8.121, 2.612, -0.357], [9.336, -0.047, 1.052], [8.761, -0.027, -0.791], [6.349, 1.165, 0.375], [6.984, 0.075, 1.887], [7.368, -1.963, 0.334], [6.674, -1.089, -1.187], [5.189, -2.546, 1.157], [4.552, -0.771, 1.161], [4.705, -2.553, -1.589], [3.252, -2.775, -0.382], [3.891, 0.258, -1.506], [3.159, -1.051, -2.653], [0.525, -1.790, -1.346], [0.266, 0.961, -2.840], [-0.666, 1.350, -1.236], [2.063, 0.090, 1.761], [0.878, -1.460, 1.577], [-1.083, 0.394, 0.778], [-1.952, 0.549, 3.022], [-0.358, 1.181, 3.820], [-0.530, -0.676, 3.469], [-5.731, -0.802, -2.225], [-4.417, -0.920, -2.424], [-3.442, -0.092, -1.662], [-2.239, -0.237, -1.853], [-3.972, 0.885, -0.699], [-5.286, 1.006, -0.503], [-6.260, 0.158, -1.245], [-7.461, 0.279, -1.029], [-5.792, 1.924, 0.399], [-3.913, -1.819, -3.346], [-6.451, -1.399, -2.771], [-3.253, 1.493, -0.165], [-6.767, 1.818, 0.361], [-2.937, -1.717, -3.304], [-4.245, -2.832, -8.547], [-3.859, -3.290, -7.355], [-2.446, -3.168, -6.900], [-2.125, -3.581, -5.791], [-1.477, -2.550, -7.819], [-1.863, -2.095, -9.012], [-3.281, -2.192, -9.455], [-3.609, -1.749, -10.551], [-0.957, -1.516, -9.882], [-4.759, -3.895, -6.496], [-5.269, -2.912, -8.889], [-0.450, -2.484, -7.483], [-1.480, -1.268, -10.676], [-4.237, -4.137, -5.700], [-9.182, 5.812, 0.643], [-9.227, 6.975, -0.009], [-8.008, 7.558, -0.635], [-8.084, 8.619, -1.244], [-6.740, 6.825, -0.490], [-6.695, 5.664, 0.165], [-7.919, 5.067, 0.767], [-7.850, 3.989, 1.348], [-5.507, 4.971, 0.308], [-10.409, 7.681, -0.128], [-10.061, 5.375, 1.101], [-5.859, 7.269, -0.935], [-5.736, 4.163, 0.818], [-10.182, 8.486, -0.643], [9.925, -0.225, 6.545], [10.301, -0.054, 5.276], [9.582, -0.726, 4.159], [9.939, -0.534, 3.002], [8.457, -1.611, 4.497], [8.083, -1.785, 5.766], [8.784, -1.091, 6.881], [8.406, -1.256, 8.036], [7.028, -2.618, 6.091], [11.374, 0.757, 4.953], [10.437, 0.260, 7.367], [7.955, -2.108, 3.676], [6.953, -2.575, 7.069], [11.444, 0.719, 3.975], [-5.393, -3.365, 3.219], [-5.007, -3.823, 4.411], [-3.594, -3.701, 4.866], [-3.273, -4.114, 5.975], [-2.625, -3.083, 3.947], [-3.011, -2.628, 2.754], [-4.429, -2.726, 2.311], [-4.757, -2.282, 1.215], [-2.106, -2.049, 1.884], [-5.907, -4.428, 5.270], [-6.417, -3.446, 2.877], [-1.598, -3.017, 4.283], [-2.628, -1.801, 1.090], [-5.385, -4.671, 6.066]]}


# 2
{"formula": "C42H44AsBaBrN9O10PS2", "method": "the ωB97M-V functional and the def2-TZVPD basis", "e_above_lowest_kcal_mol": 3.53, "e_homo_ev": [-3.6, -3.6], "total_charge": -2, "symbols": ["Ba", "C", "C", "N", "N", "C", "N", "S", "C", "C", "C", "C", "C", "N", "H", "H", "H", "H", "H", "H", "H", "H", "H", "Br", "C", "C", "C", "C", "C", "N", "C", "O", "O", "H", "H", "H", "O", "S", "O", "O", "C", "N", "C", "C", "C", "N", "C", "C", "C", "N", "C", "C", "H", "H", "H", "H", "H", "H", "O", "C", "O", "C", "C", "C", "C", "C", "C", "N", "O", "O", "H", "H", "H", "H", "C", "P", "C", "C", "O", "H", "H", "H", "H", "H", "H", "H", "H", "H", "C", "As", "C", "C", "C", "C", "C", "C", "C", "C", "H", "H", "H", "H", "H", "H", "H", "H", "H", "H", "H", "H", "H"], "coordinates": [[-1.423, -0.797, 0.923], [-2.001, 4.180, 2.287], [-2.044, 2.663, 2.328], [-2.534, 1.823, 1.434], [-3.041, 2.460, 0.314], [-3.721, 1.740, -0.494], [-4.250, 2.448, -1.587], [-4.194, 0.095, -0.394], [-1.370, 1.983, 3.494], [-0.747, 2.710, 4.492], [-0.236, 2.023, 5.606], [-0.438, 0.682, 5.765], [-1.073, 0.017, 4.716], [-1.464, 0.620, 3.611], [-1.024, 4.492, 1.904], [-2.235, 4.621, 3.245], [-2.802, 4.459, 1.636], [-4.516, 3.406, -1.400], [-5.019, 1.883, -1.918], [-0.595, 3.787, 4.493], [0.351, 2.581, 6.294], [-0.129, 0.135, 6.613], [-1.080, -1.037, 4.908], [-4.465, -3.760, 2.319], [-2.760, -3.993, 3.224], [-2.693, -5.128, 4.023], [-1.550, -5.382, 4.712], [-0.507, -4.482, 4.610], [-0.645, -3.404, 3.735], [-1.769, -3.142, 3.045], [0.568, -2.526, 3.402], [1.488, -2.602, 4.222], [0.513, -1.918, 2.351], [-3.538, -5.790, 4.094], [-1.632, -6.150, 5.444], [0.357, -4.653, 5.291], [3.527, -9.209, -3.424], [4.535, -8.168, -3.436], [4.707, -7.483, -2.158], [3.601, -6.767, -4.528], [2.361, -6.696, -4.819], [1.789, -7.156, -5.981], [0.479, -6.877, -6.133], [-0.301, -6.090, -5.251], [0.365, -5.812, -4.113], [1.642, -6.071, -3.861], [-0.301, -5.031, -3.049], [-1.159, -3.970, -3.235], [-1.624, -3.267, -2.110], [-1.377, -3.613, -0.858], [-0.544, -4.675, -0.712], [-0.020, -5.411, -1.736], [0.036, -7.447, -6.965], [-1.327, -5.748, -5.427], [-1.322, -3.622, -4.293], [-2.284, -2.372, -2.157], [-0.451, -4.886, 0.348], [0.674, -6.171, -1.601], [0.966, 2.935, 1.507], [1.218, 1.740, 1.870], [0.638, 0.723, 1.420], [2.158, 1.670, 3.092], [2.472, 0.460, 3.665], [3.233, 0.349, 4.817], [3.629, 1.511, 5.492], [3.180, 2.805, 5.012], [2.459, 2.848, 3.873], [4.374, 1.404, 6.738], [4.243, 2.302, 7.513], [5.018, 0.398, 6.907], [2.044, -0.456, 3.290], [3.331, -0.607, 5.290], [3.448, 3.727, 5.522], [2.142, 3.768, 3.368], [2.384, 0.387, -1.318], [1.368, -1.010, -1.782], [1.453, -1.161, -3.575], [2.128, -2.326, -0.758], [-0.077, -0.872, -1.437], [2.441, 1.154, -2.099], [3.411, 0.172, -1.150], [1.872, 0.699, -0.360], [2.111, -0.482, -4.117], [0.397, -0.996, -3.939], [1.820, -2.228, -3.833], [1.632, -3.274, -0.700], [2.015, -1.840, 0.227], [3.124, -2.409, -1.080], [1.532, 4.357, -3.846], [0.084, 3.001, -3.416], [-0.356, 3.570, -1.613], [-1.568, 3.765, -4.324], [-1.727, 5.229, -3.864], [-2.404, 5.621, -2.703], [-2.588, 6.968, -2.410], [-2.089, 7.958, -3.225], [-1.383, 7.585, -4.360], [-1.191, 6.274, -4.706], [1.426, 5.304, -3.249], [1.510, 4.500, -4.879], [2.493, 3.939, -3.527], [-0.532, 4.647, -1.447], [0.552, 3.233, -1.107], [-1.224, 2.909, -1.387], [-2.357, 3.102, -3.815], [-1.609, 3.583, -5.374], [-2.820, 4.808, -2.121], [-3.189, 7.350, -1.638], [-2.267, 8.983, -3.027], [-1.010, 8.388, -4.988], [-0.705, 6.034, -5.676]]}


Which formula does entry 1 have?
C42H44AlBrFO21